Record 1
DFT (ωB97M-V with the def2-TZVPD basis set) results for 2 unconnected molecules or ions with the total composition C4H13N5O in a non-equilibrium geometry.

Calculated values
- Frontier orbital gap: 9.79 eV
- Energy relative to the best compared isomer or geometry (same formula, charge and spin): 2.399 eV
- Charge: 0
- F_max: 0.07098 Eh/bohr
- Electronic energy: -13855.3702 eV
- E_HOMO: -9.0 eV
- LUMO energy: 0.8123 eV

Atoms and positions in Å:
C1 -2.478 0.029 -0.715
C2 -0.645 1.433 -0.370
N1 0.474 2.085 -0.755
N2 -0.915 1.687 0.933
N3 -1.281 0.702 -1.207
H1 1.290 1.748 -0.244
H2 0.641 1.886 -1.738
H3 -0.921 2.696 1.061
H4 -0.126 1.405 1.509
H5 -2.569 -0.937 -1.221
H6 -3.367 0.620 -0.951
H7 -2.461 -0.179 0.360
C3 0.176 -1.886 1.300
C4 1.142 -1.233 0.342
N4 1.036 -1.548 -0.989
O1 2.830 0.119 -0.192
N5 2.024 -0.410 0.830
H8 3.634 0.380 0.297
H9 1.608 -0.918 -1.544
H10 0.077 -1.537 -1.331
H11 -0.251 -1.132 1.966
H12 0.714 -2.626 1.900
H13 -0.633 -2.386 0.760

Cartesian forces (eV/Å) of the 6 atoms listed first:
C -0.029 -0.128 -0.071
C -0.301 -1.368 -2.317
N 2.083 0.608 -1.955
N -1.344 0.222 3.386
N -0.121 0.162 1.007
H -0.079 0.365 0.077

Record 2
DFT (ωB97M-V with the def2-TZVPD basis set) results for 2 unconnected molecules or ions with the total composition C4H13NO in a non-equilibrium geometry.

Calculated values
- Frontier orbital gap: 10.21 eV
- Energy relative to the best compared isomer or geometry (same formula, charge and spin): 0.395 eV
- Charge: 0
- F_max: 0.02790 Eh/bohr
- Electronic energy: -7896.2663 eV
- E_HOMO: -9.3 eV
- LUMO energy: 0.8651 eV

Atoms and positions in Å:
C1 -0.376 -0.349 -1.324
C2 -0.443 0.657 -0.172
C3 0.626 0.445 0.907
C4 2.049 0.685 0.463
N1 2.238 2.076 -0.010
H1 -1.283 -0.262 -1.927
H2 0.417 -0.097 -2.043
H3 -0.175 -1.359 -0.981
H4 -1.407 0.525 0.300
H5 -0.406 1.676 -0.561
H6 0.520 -0.581 1.268
H7 0.377 1.129 1.727
H8 2.727 0.492 1.253
H9 2.312 -0.028 -0.335
H10 3.159 2.161 -0.435
H11 1.637 2.176 -0.826
H12 -3.812 -3.533 1.552
H13 -4.447 -2.958 0.261
O1 -3.713 -2.855 0.883

Cartesian forces (eV/Å) of the 6 atoms listed first:
C 0.449 0.880 -0.629
C 0.352 -0.500 -0.117
C -0.521 0.313 -0.015
C -0.271 0.199 -1.395
N -0.072 -0.337 -0.448
H -0.118 -0.456 0.188

Record 3
DFT (ωB97M-V with the def2-TZVPD basis set) results for 2 unconnected molecules or ions with the total composition C4H13NO in a non-equilibrium geometry.

Calculated values
- Frontier orbital gap: 9.86 eV
- Energy relative to the best compared isomer or geometry (same formula, charge and spin): 0.944 eV
- Charge: 0
- F_max: 0.05140 Eh/bohr
- Electronic energy: -7895.7165 eV
- E_HOMO: -8.9 eV
- LUMO energy: 0.9621 eV

Atoms and positions in Å:
C1 -0.290 1.594 0.340
N1 0.301 0.613 -0.595
C2 -1.898 -0.691 -0.355
C3 -0.368 -0.703 -0.692
C4 0.285 -1.642 0.292
H1 0.337 1.550 1.241
H2 -1.288 1.337 0.680
H3 -0.240 2.587 -0.084
H4 0.485 1.034 -1.500
H5 -2.450 -1.488 -0.853
H6 -2.341 0.222 -0.740
H7 -2.033 -0.697 0.717
H8 -0.362 -1.110 -1.704
H9 -0.107 -1.608 1.313
H10 1.362 -1.672 0.458
H11 0.140 -2.709 0.030
H12 3.175 1.298 1.144
H13 2.291 0.711 0.118
O1 3.000 1.376 0.191

Cartesian forces (eV/Å) of the 6 atoms listed first:
C 1.189 -0.935 0.450
N -0.631 0.063 -0.565
C 0.567 0.607 -0.630
C -0.831 0.199 0.701
C 0.467 -2.493 0.742
H -0.186 0.474 0.008

Record 4
DFT (ωB97M-V with the def2-TZVPD basis set) results for 2 unconnected molecules or ions with the total composition C4H13NO in a non-equilibrium geometry.

Calculated values
- Frontier orbital gap: 9.53 eV
- Energy relative to the best compared isomer or geometry (same formula, charge and spin): 2.491 eV
- Charge: 0
- F_max: 0.12383 Eh/bohr
- Electronic energy: -7894.1702 eV
- E_HOMO: -8.7 eV
- LUMO energy: 0.8455 eV

Atoms and positions in Å:
C1 1.382 -1.490 0.855
C2 0.956 -0.032 0.445
N1 -0.524 0.198 0.161
C3 -1.050 1.347 0.984
C4 -1.417 -1.040 0.343
H1 1.130 -2.219 -0.026
H2 1.128 -2.070 1.802
H3 2.516 -1.464 0.768
H4 1.438 0.502 1.195
H5 1.403 0.146 -0.518
H6 -0.921 1.086 2.072
H7 -0.425 2.227 0.836
H8 -2.077 1.761 0.673
H9 -1.174 -1.615 1.133
H10 -1.159 -1.658 -0.550
H11 -2.367 -0.708 0.210
H12 -0.057 1.434 -1.907
H13 1.131 0.364 -2.121
O1 0.485 1.015 -2.557

Cartesian forces (eV/Å) of the 6 atoms listed first:
C 1.018 -1.960 -2.376
C -2.211 -3.070 -0.624
N -0.557 0.271 1.770
C 0.154 -0.300 0.025
C 4.054 1.961 -4.502
H 0.195 1.153 1.614

Record 5
DFT (ωB97M-V with the def2-TZVPD basis set) results for 3 unconnected molecules or ions with the total composition C4H13NO2 in a non-equilibrium geometry.

Calculated values
- <S²>: 0.76
- Frontier orbital gap (alpha / beta): 3.43 / 5.68 eV
- Energy relative to the best compared isomer or geometry (same formula, charge and spin): 2.355 eV
- Charge: -1
- F_max: 0.09166 Eh/bohr
- Electronic energy: -9940.4425 eV
- E_HOMO (alpha / beta): 0.1 / -2.3 eV
- Multiplicity: 2
- LUMO energy (alpha / beta): 3.5456 / 3.4251 eV

Atoms and positions in Å:
N1 -1.232 1.572 -1.176
C1 -0.932 0.639 0.103
C2 0.220 -2.988 -0.579
C3 0.165 -1.488 -0.881
C4 -0.978 -0.841 -0.366
H1 -0.816 1.254 -2.005
H2 -2.208 1.438 -1.329
H3 -1.860 0.854 0.754
H4 -0.033 0.827 0.800
H5 -0.423 -3.546 -1.228
H6 1.285 -3.423 -0.702
H7 -0.186 -3.205 0.436
H8 0.908 -1.029 -1.557
H9 -2.015 -1.258 -0.508
H10 2.219 1.037 1.913
H11 1.505 -0.211 2.440
O1 2.360 0.111 2.107
H12 0.222 2.769 0.354
H13 0.887 4.269 0.547
O2 0.912 3.219 0.878

Cartesian forces (eV/Å) of the 6 atoms listed first:
N 0.689 1.369 3.245
C -1.889 -1.619 -1.030
C 1.603 0.288 -0.037
C -0.527 -0.705 0.617
C 0.202 1.754 0.704
H 1.123 -1.020 -0.905

Record 6
DFT (ωB97M-V with the def2-TZVPD basis set) results for 3 unconnected molecules or ions with the total composition C4H13NO2 in a non-equilibrium geometry.

Calculated values
- Frontier orbital gap: 9.05 eV
- Energy relative to the best compared isomer or geometry (same formula, charge and spin): 1.448 eV
- Charge: 0
- F_max: 0.04536 Eh/bohr
- Electronic energy: -9942.7488 eV
- E_HOMO: -8.2 eV
- LUMO energy: 0.8553 eV

Atoms and positions in Å:
C1 -1.863 -0.757 1.805
C2 -0.649 -0.474 1.302
N1 -0.134 0.804 1.142
C3 1.322 1.028 0.928
C4 1.887 0.819 -0.470
H1 -2.101 -1.822 1.769
H2 -2.402 -0.136 2.501
H3 0.020 -1.303 1.093
H4 -0.463 1.624 1.622
H5 1.789 0.269 1.579
H6 1.609 1.989 1.368
H7 2.953 0.968 -0.706
H8 1.296 1.459 -1.149
H9 1.616 -0.205 -0.774
H10 -0.774 -2.686 -2.798
H11 -0.308 -1.228 -2.749
O1 -0.546 -1.979 -2.192
H12 -1.520 -0.053 -1.618
H13 -0.739 0.941 -0.864
O2 -0.993 0.740 -1.789

Cartesian forces (eV/Å) of the 6 atoms listed first:
C 1.013 -1.240 0.221
C -0.708 0.741 0.989
N 1.681 0.959 -1.198
C 1.077 -1.461 1.465
C -1.606 -0.096 -1.206
H -0.190 0.373 0.302